Entry 1:
16
Properties=species:S:1:pos:R:3 method="wB97M-V/def2-TZVPD" e_tot_ev=-4342.338 homo_lumo_gap_ev=12.8324 smiles=CC.CC e_homo_ev=-11.666
C 2.092 -0.689 1.510
C 0.549 -0.720 1.586
H 2.542 -1.669 1.669
H 2.458 0.099 2.176
H 2.372 -0.327 0.523
H 0.202 -1.431 2.332
H 0.160 -1.088 0.636
H 0.151 0.269 1.790
C -0.771 1.235 -1.650
C -1.840 0.149 -1.404
H 0.129 0.784 -2.068
H -0.531 1.766 -0.735
H -1.138 1.986 -2.354
H -1.654 -0.745 -1.992
H -1.879 -0.112 -0.350
H -2.843 0.493 -1.669

***

Entry 2:
123
Properties=species:S:1:pos:R:3 method="wB97M-V/def2-TZVPD" e_tot_ev=-113694.369 homo_lumo_gap_ev="7.5137 / 7.5467" s2=2.016 charge=+1 multiplicity=3 e_homo_ev="-10.046 / -10.588"
W 0.157 0.984 -1.331
O 0.314 6.697 -3.488
C 0.329 5.448 -3.011
C 1.498 4.798 -2.615
C 1.391 3.514 -2.160
N 0.221 2.871 -2.162
C -0.917 3.534 -2.394
C -0.910 4.823 -2.841
C -2.137 2.789 -1.903
O -3.242 3.241 -2.000
O -1.798 1.652 -1.303
C 2.504 2.750 -1.472
O 3.632 3.149 -1.449
O 2.040 1.651 -0.883
H 1.206 7.062 -3.538
H 2.467 5.283 -2.597
H -1.843 5.345 -3.014
C 1.213 -6.142 3.682
C 1.275 -4.932 2.784
C 2.146 -4.904 1.691
C 2.216 -3.798 0.860
C 1.409 -2.706 1.149
C 0.524 -2.703 2.215
C 0.469 -3.825 3.029
S 1.500 -1.285 0.110
O 0.172 -0.507 0.347
C 2.836 -0.369 0.802
C 4.045 -0.565 0.087
C 5.138 0.165 0.420
C 5.054 1.151 1.439
C 6.176 1.952 1.766
C 6.090 2.907 2.735
C 4.867 3.111 3.418
C 3.773 2.352 3.127
C 3.838 1.344 2.129
C 2.702 0.530 1.811
C 1.531 0.646 2.739
C 1.721 -0.037 3.990
C 2.752 -1.009 4.156
C 2.918 -1.653 5.344
C 2.079 -1.357 6.448
C 1.089 -0.431 6.321
C 0.884 0.244 5.088
C -0.126 1.221 4.940
C -0.346 1.820 3.743
C 0.460 1.509 2.610
S 0.011 2.341 1.048
O 0.683 3.661 0.910
C -1.714 2.632 1.345
C -2.133 3.946 1.320
C -3.493 4.212 1.455
C -4.417 3.186 1.595
C -5.891 3.487 1.684
C -3.953 1.866 1.617
C -2.610 1.579 1.486
H 1.028 -7.051 3.105
H 0.423 -6.046 4.425
H 2.156 -6.282 4.212
H 2.773 -5.765 1.484
H 2.887 -3.790 0.007
H -0.116 -1.847 2.399
H -0.215 -3.838 3.872
H 4.081 -1.264 -0.742
H 6.071 0.033 -0.113
H 7.102 1.795 1.224
H 6.952 3.514 2.980
H 4.796 3.883 4.175
H 2.842 2.539 3.649
H 3.400 -1.249 3.321
H 3.697 -2.399 5.447
H 2.233 -1.863 7.393
H 0.445 -0.192 7.159
H -0.735 1.486 5.797
H -1.136 2.549 3.659
H -1.406 4.740 1.199
H -3.837 5.241 1.437
H -6.283 3.768 0.704
H -6.084 4.317 2.363
H -6.454 2.622 2.031
H -4.667 1.057 1.729
H -2.263 0.551 1.493
C -4.242 -2.405 -2.946
C -3.897 -1.064 -3.560
C -4.875 -0.501 -4.388
C -4.680 0.680 -5.079
C -3.460 1.333 -4.986
C -2.490 0.805 -4.160
C -2.695 -0.360 -3.412
P -1.197 -0.851 -2.485
C -1.666 -2.094 -1.256
C -2.652 -1.610 -0.386
C -3.131 -2.381 0.654
C -2.619 -3.660 0.835
C -1.628 -4.131 -0.008
C -1.115 -3.365 -1.059
C -0.019 -3.984 -1.899
C -0.190 -1.482 -3.826
C -0.616 -2.439 -4.753
C 0.205 -2.778 -5.808
C 1.444 -2.142 -5.943
C 1.839 -1.173 -5.042
C 1.015 -0.820 -3.966
C 1.429 0.259 -2.995
H -4.920 -2.936 -3.614
H -4.749 -2.295 -1.986
H -3.376 -3.043 -2.777
H -5.812 -1.034 -4.503
H -5.469 1.077 -5.706
H -3.271 2.244 -5.540
H -1.525 1.299 -4.111
H -3.055 -0.612 -0.540
H -3.902 -1.996 1.312
H -2.985 -4.286 1.640
H -1.217 -5.122 0.155
H 0.459 -4.786 -1.337
H 0.750 -3.273 -2.199
H -0.418 -4.414 -2.820
H -1.592 -2.904 -4.653
H -0.112 -3.516 -6.533
H 2.093 -2.401 -6.771
H 2.792 -0.670 -5.171
H 1.717 1.147 -3.565
H 2.348 -0.063 -2.503

***

Entry 3:
15
Properties=species:S:1:pos:R:3 method="wB97M-V/def2-TZVPD" e_tot_ev=-18655.303 homo_lumo_gap_ev="6.7063 / 6.7590" e_homo_ev="-7.255 / -7.282"
C -0.370 0.850 -1.552
C 0.291 1.427 -0.554
C 1.114 0.311 1.641
C 0.791 -0.955 2.013
C -0.733 -0.651 -1.476
C -0.941 -0.872 -0.069
N 0.407 0.948 0.683
S 0.067 -2.052 0.792
H -0.674 1.372 -2.553
H 0.651 2.466 -0.509
H 1.668 0.974 2.220
H 1.049 -1.429 2.872
H -1.675 -0.623 -2.068
H 0.101 -1.186 -2.093
H -1.746 -0.580 0.653

***

Entry 4:
17
Properties=species:S:1:pos:R:3 method="wB97M-V/def2-TZVPD" e_tot_ev=-10447.825 homo_lumo_gap_ev=9.2690 e_homo_ev=-8.472
C -0.212 1.979 0.598
C -0.468 -1.697 -1.370
C 0.157 1.008 -0.504
C -0.476 -0.839 -0.101
O 1.492 0.795 -0.766
O 0.702 -0.456 1.921
O 0.573 -1.204 0.718
H -1.332 2.172 0.568
H 0.392 2.813 0.416
H -0.100 1.609 1.632
H 0.427 -1.457 -1.811
H -0.513 -2.691 -0.973
H -1.411 -1.537 -1.900
H -0.279 1.240 -1.471
H -1.363 -1.006 0.463
H 1.937 0.451 0.043
H 0.473 -1.179 2.537

***

Entry 5:
60
Properties=species:S:1:pos:R:3 method="wB97M-V/def2-TZVPD" e_tot_ev=-41533.779 homo_lumo_gap_ev=8.3339 smiles="COc1ccc(/C=N/NC(=O)Cn2c(Cc3ccc(OC)c(OC)c3)nc3ccccc32)cc1" e_homo_ev=-7.775
C -7.108 -1.679 -0.737
O -6.391 -1.403 0.443
C -5.035 -1.330 0.382
C -4.277 -1.510 -0.771
C -2.901 -1.405 -0.714
C -2.252 -1.112 0.483
C -0.819 -0.953 0.512
N -0.224 -0.492 1.536
N 1.112 -0.323 1.489
C 1.774 0.333 2.477
O 1.272 0.729 3.499
C 3.280 0.518 2.212
N 3.724 0.209 0.888
C 3.758 1.036 -0.212
C 3.238 2.430 -0.186
C 1.728 2.380 -0.204
C 0.960 2.879 0.826
C -0.424 2.757 0.795
C -1.056 2.130 -0.263
O -2.398 1.944 -0.382
C -3.218 2.352 0.686
C -0.274 1.628 -1.329
O -0.967 1.020 -2.335
C -0.245 0.542 -3.442
C 1.100 1.756 -1.283
N 4.197 0.442 -1.283
C 4.486 -0.847 -0.914
C 4.982 -1.911 -1.658
C 5.161 -3.115 -1.011
C 4.856 -3.274 0.342
C 4.363 -2.231 1.100
C 4.186 -1.017 0.457
C -3.020 -0.938 1.640
C -4.388 -1.048 1.590
H -6.943 -0.908 -1.496
H -6.843 -2.658 -1.149
H -8.158 -1.683 -0.449
H -4.747 -1.726 -1.717
H -2.323 -1.530 -1.617
H -0.266 -1.216 -0.401
H 1.604 -0.577 0.628
H 3.521 1.555 2.460
H 3.812 -0.121 2.924
H 3.610 2.935 -1.079
H 3.591 2.964 0.697
H 1.422 3.366 1.671
H -0.995 3.145 1.621
H -2.929 1.861 1.620
H -4.226 2.042 0.416
H -3.193 3.439 0.817
H 0.302 1.345 -3.946
H 0.461 -0.248 -3.159
H -0.989 0.132 -4.123
H 1.723 1.368 -2.075
H 5.215 -1.785 -2.703
H 5.545 -3.962 -1.561
H 5.009 -4.237 0.805
H 4.122 -2.363 2.145
H -2.512 -0.718 2.565
H -4.994 -0.917 2.473

***

Entry 6:
23
Properties=species:S:1:pos:R:3 method="wB97M-V/def2-TZVPD" e_tot_ev=-9438.327 homo_lumo_gap_ev=8.2301 charge=+1 e_homo_ev=-11.529
C -1.330 -1.337 1.023
C 0.024 -1.120 0.409
C 1.187 -1.550 0.898
N 1.462 -2.097 2.150
C 0.068 -0.319 -0.894
C 0.131 1.186 -0.571
C 0.869 2.102 -1.585
N -1.356 1.683 -0.555
H -1.506 -2.420 1.030
H -1.453 -0.942 2.031
H -2.145 -0.991 0.379
H 2.079 -1.460 0.287
H 2.428 -2.355 2.247
H 0.937 -2.896 2.489
H -0.850 -0.532 -1.442
H 0.980 -0.583 -1.425
H 0.493 1.500 0.402
H 0.165 2.497 -2.317
H 1.701 1.547 -2.001
H 1.224 2.973 -1.036
H -1.838 1.062 0.090
H -1.752 1.447 -1.452
H -1.519 2.605 -0.157

***

Entry 7:
16
Properties=species:S:1:pos:R:3 method="wB97M-V/def2-TZVPD" e_tot_ev=-13491.194 homo_lumo_gap_ev="8.1187 / 8.1588" e_homo_ev="-9.066 / -9.107"
C 2.206 0.168 0.116
C 1.564 -0.945 0.753
C 1.501 1.203 -0.450
C 0.171 -1.024 0.681
C 0.149 1.188 -0.462
C -0.483 0.118 0.121
C -1.866 0.143 0.281
O -2.727 1.146 0.366
O -2.780 0.029 1.269
O -2.422 -1.393 -1.285
H 3.366 0.268 0.315
H 2.091 -1.842 1.077
H 2.043 2.039 -1.017
H -0.469 -1.954 0.892
H -0.494 1.981 -0.633
H -1.850 -1.125 -2.024

***

Entry 8:
83
Properties=species:S:1:pos:R:3 method="wB97M-V/def2-TZVPD" e_tot_ev=-46367.137 homo_lumo_gap_ev=1.7507 charge=+3 e_homo_ev=-15.740
Hf 1.126 3.766 -1.323
F 2.541 0.790 0.719
C -5.198 1.961 -0.621
C -4.432 1.677 0.652
C -5.230 0.617 1.612
O -4.785 0.663 2.984
C -4.961 -0.456 3.833
N -3.061 1.280 0.413
H -6.277 2.074 -0.520
H -5.017 1.188 -1.368
H -4.877 2.923 -1.020
H -4.452 2.618 1.203
H -5.298 -0.359 1.130
H -6.293 0.854 1.586
H -4.394 -1.206 3.282
H -6.021 -0.683 3.951
H -4.527 -0.363 4.829
H -3.323 0.533 -0.215
H -2.816 0.673 1.183
C 0.102 -5.735 -1.534
C -0.414 -4.602 -2.463
C -1.536 -3.727 -1.762
O -2.163 -2.779 -2.663
C -3.092 -3.454 -3.495
N 0.779 -3.735 -2.651
H 0.711 -6.532 -1.962
H -0.707 -6.336 -1.119
H 0.708 -5.321 -0.728
H -0.807 -4.970 -3.410
H -1.099 -3.197 -0.915
H -2.265 -4.262 -1.153
H -3.992 -3.655 -2.913
H -2.708 -4.363 -3.959
H -3.383 -2.784 -4.304
H 1.346 -4.424 -3.125
H 1.367 -3.713 -1.830
C 1.716 -2.034 6.362
C 2.266 -3.207 5.559
C 1.378 -4.010 4.637
O 0.442 -4.814 5.402
C -0.533 -5.618 4.694
N 3.246 -2.582 4.773
H 2.493 -1.362 6.726
H 1.110 -2.312 7.224
H 1.053 -1.454 5.719
H 2.780 -3.934 6.188
H 2.042 -4.630 4.035
H 0.879 -3.319 3.958
H -1.154 -6.053 5.477
H -0.248 -6.455 4.057
H -1.206 -4.975 4.127
H 2.868 -2.201 3.916
H 4.077 -3.143 4.657
C -0.329 1.104 -5.761
C -1.262 2.294 -5.936
O -0.782 3.365 -5.062
O 0.259 1.064 -4.408
H 0.526 1.252 -6.421
H -0.824 0.159 -5.987
H -2.328 2.185 -5.734
H -1.229 2.589 -6.984
H -1.056 4.177 -5.494
H 0.552 0.184 -4.160
C 5.113 4.240 -4.756
C 4.703 5.691 -4.709
O 3.419 5.949 -4.016
O 4.574 3.541 -3.609
H 6.202 4.204 -4.758
H 4.801 3.749 -5.677
H 4.672 6.079 -5.727
H 5.353 6.404 -4.203
H 3.240 6.882 -4.154
H 5.115 2.768 -3.432
C 2.571 4.889 3.805
C 3.816 4.794 2.873
O 3.544 5.398 1.659
O 1.493 4.511 2.986
H 2.460 5.911 4.167
H 2.668 4.210 4.653
H 4.261 3.841 2.590
H 4.622 5.374 3.322
H 4.333 5.925 1.512
H 0.749 4.412 3.585

***

Entry 9:
13
Properties=species:S:1:pos:R:3 method="wB97M-V/def2-TZVPD" e_tot_ev=-9269.678 homo_lumo_gap_ev=10.6225 smiles=N#C[C@@H]1CCNO1 e_homo_ev=-10.024
N -1.052 2.646 -2.281
C -0.341 1.953 -1.686
C 0.607 1.144 -0.994
C 0.086 -0.240 -0.690
C -0.240 -0.303 0.843
N -0.181 1.073 1.260
O 0.769 1.754 0.482
H 1.642 1.148 -1.458
H 0.874 -1.034 -1.111
H -0.859 -0.496 -1.051
H -1.284 -0.752 1.138
H 0.505 -0.895 1.381
H -1.068 1.361 0.964

***

Entry 10:
25
Properties=species:S:1:pos:R:3 method="wB97M-V/def2-TZVPD" e_tot_ev=-44516.483 homo_lumo_gap_ev=7.0943 charge=+1 e_homo_ev=-12.322
C -0.011 0.539 0.194
C 1.933 -0.485 1.393
C 3.552 0.061 -1.255
C 1.556 0.531 0.221
N -0.590 0.414 -0.870
N 2.035 0.086 -1.098
P -2.529 -1.673 1.062
P -2.989 1.745 0.791
P -3.881 -0.972 -0.525
P -3.025 0.867 -1.141
H -0.467 0.849 1.124
H 1.839 -1.552 1.019
H 2.922 -0.227 1.807
H 1.291 -0.345 2.157
H 4.088 -0.326 -0.486
H 3.690 -0.340 -2.257
H 3.927 1.144 -1.318
H 1.819 1.641 0.265
H -0.234 0.272 -1.766
H 1.631 -0.739 -1.375
H -3.701 -1.827 2.111
H -2.543 -3.015 0.585
H -2.620 3.016 0.231
H -4.319 2.113 0.726
H -3.375 -1.776 -1.594

***

Entry 11:
8
Properties=species:S:1:pos:R:3 method="wB97M-V/def2-TZVPD" e_tot_ev=-51448.491 homo_lumo_gap_ev=10.9826 smiles="O=P(Cl)(Cl)Cl.C#N" e_homo_ev=-11.874
O -0.232 -0.299 1.201
P 1.031 0.079 0.599
Cl 1.141 2.131 0.689
Cl 1.017 -0.541 -1.242
Cl 2.623 -0.716 1.585
C -1.930 -0.118 -0.932
N -1.976 -0.567 -1.976
H -1.675 0.029 0.077

***

Entry 12:
16
Properties=species:S:1:pos:R:3 method="wB97M-V/def2-TZVPD" e_tot_ev=-47836.672 homo_lumo_gap_ev="8.2433 / 7.8857" s2=12.006 charge=+2 multiplicity=7 e_homo_ev="-16.535 / -20.030"
O -3.083 0.146 0.124
C -2.078 0.237 0.877
O -2.168 0.072 2.122
O -0.880 0.532 0.378
C 0.246 -0.199 0.860
C 1.466 0.255 0.091
Fe -4.113 -0.272 1.793
H 0.057 -1.277 0.764
H 0.401 0.013 1.925
H 1.801 1.217 0.502
H 2.228 0.834 -1.914
C 1.040 -0.879 -1.984
C 1.315 0.453 -1.426
O 0.902 -1.857 -2.505
H 2.429 -0.335 0.099
H 0.438 1.061 -1.705

***

Entry 13:
10
Properties=species:S:1:pos:R:3 method="wB97M-V/def2-TZVPD" e_tot_ev=-14423.029 homo_lumo_gap_ev=10.4743 smiles=N#CCNP e_homo_ev=-9.743
N 3.323 0.813 -0.164
C 2.311 0.298 -0.019
C 1.055 -0.390 0.236
N -0.017 0.453 0.723
P -1.474 0.841 -0.040
H 0.731 -0.893 -0.684
H 1.276 -1.166 0.989
H 0.217 0.977 1.551
H -1.674 -0.413 -0.648
H -1.023 1.383 -1.266

***

Entry 14:
11
Properties=species:S:1:pos:R:3 method="wB97M-V/def2-TZVPD" e_tot_ev=-37623.171 homo_lumo_gap_ev=9.1201 e_homo_ev=-8.920
S 3.305 0.461 -0.011
C 1.923 -0.372 -0.291
N 0.949 -0.715 0.608
S -0.455 -1.635 0.238
C -1.741 -0.561 -0.273
N -1.966 0.678 -0.273
S -0.722 1.729 0.300
H 1.668 -0.751 -1.326
H 1.089 -0.430 1.570
H -2.599 -1.229 -0.568
H -1.452 2.825 0.026

***

Entry 15:
21
Properties=species:S:1:pos:R:3 method="wB97M-V/def2-TZVPD" e_tot_ev=-22808.616 homo_lumo_gap_ev="6.7825 / 7.0891" s2=0.754 charge=-1 multiplicity=2 e_homo_ev="-3.089 / -4.270"
O -1.154 -0.973 -1.866
C -1.875 -1.623 -0.858
O -3.023 -1.259 -0.623
O -1.185 -2.528 -0.323
C -1.110 0.454 -1.871
H -1.625 0.848 -2.759
H -1.615 0.828 -0.968
C 0.365 0.847 -1.854
H 0.799 0.669 -2.859
H 0.427 1.941 -1.700
O 1.041 0.140 -0.860
Hg 0.670 -1.921 -0.918
O 2.337 0.268 1.395
C 1.753 1.217 0.594
C 1.354 -0.366 2.239
O 0.659 1.639 1.309
C 0.149 0.563 2.118
H 1.765 -0.424 3.255
H 1.140 -1.379 1.868
H -0.180 0.982 3.076
H -0.693 0.077 1.605

***

Entry 16:
18
Properties=species:S:1:pos:R:3 method="wB97M-V/def2-TZVPD" e_tot_ev=-7886.910 homo_lumo_gap_ev=8.3218 smiles="C/C=C/C(C)=C/N" e_homo_ev=-7.390
C -3.070 0.053 -0.334
C -1.759 0.569 0.147
C -0.530 0.249 -0.439
C 0.792 -0.182 0.086
C 1.089 0.898 1.127
C 1.519 -0.900 -0.786
N 2.872 -1.107 -0.572
H -3.869 0.651 0.046
H -3.185 -0.946 0.217
H -2.991 0.082 -1.390
H -1.654 0.466 1.266
H -0.336 0.522 -1.554
H 0.669 2.019 0.864
H 2.105 0.917 1.512
H 0.545 0.716 2.048
H 1.118 -1.616 -1.474
H 3.410 -1.851 -0.972
H 3.274 -0.539 0.205

***

Entry 17:
19
Properties=species:S:1:pos:R:3 method="wB97M-V/def2-TZVPD" e_tot_ev=-8460.851 homo_lumo_gap_ev=9.5810 smiles="C=C(C)C(=C)C.O" e_homo_ev=-8.858
C -1.916 1.051 -0.450
C -0.643 0.613 -0.264
C 0.186 1.266 0.910
C 0.112 -0.470 -1.064
C -0.330 -1.742 -1.253
C 1.278 0.256 -1.869
H -2.635 0.764 -1.227
H -2.439 1.673 0.321
H -0.490 2.000 1.367
H 0.799 0.707 1.503
H 0.840 1.926 0.149
H 0.068 -2.257 -2.120
H -1.186 -2.140 -0.750
H 1.179 1.268 -1.567
H 2.328 0.071 -1.662
H 1.192 -0.234 -2.904
O 0.375 -1.445 3.210
H 0.032 -1.703 4.051
H 1.251 -1.604 3.620

***

Computed energy relative to the best compared isomer or geometry (same formula, charge and spin) (kcal per mole) in order:
4.4 20.6 125.6 125.0 83.2 37.9 169.2 525.4 88.2 10.7 9.5 0.0 3.6 28.9 22.5 83.5 80.8